(1)
# C2H9O3

A cluster of 3 separate species, C2H9O3 in total (ωB97M-V with the def2-TZVPD basis set, OMol25).

Computed properties:
- Lowest unoccupied orbital energy: 4.39 eV
- Relative energy (zero: lowest compared OMol25 entry of this formula, charge and spin): 6.5 kcal/mol
- Total charge: -1
- F_max: 0.88 eV/A
- Spin multiplicity: 1

Each line ends with the natural charge from an NBO analysis.
Positions of all 14 atoms, in Å:
1 C 0.609318 1.447173 -0.027042  -0.0416
2 O 0.497634 0.491003 -1.016587  -0.8911
3 C 1.647565 1.043897 1.066548  -0.6527
4 H -0.339485 1.660668 0.501351  0.1138
5 H 0.930955 2.399488 -0.482352  0.1112
6 H 2.007663 0.043061 0.827750  0.2094
7 H 1.296845 1.107486 2.099277  0.1774
8 H 2.534674 1.691414 0.996013  0.1742
9 H -2.029465 -2.098975 -0.791613  0.5122
10 H -2.556394 -2.264186 -2.198228  0.4460
11 O -2.754651 -2.548410 -1.304164  -1.0101
12 H -0.509639 -1.508309 0.753722  0.4428
13 H -0.333380 -0.382332 -0.485346  0.4916
14 O -1.001640 -1.081978 0.060670  -1.0830

Atoms 1-2, force components in eV/Å:
C 0.3 -0.3 -0.1
O -0.3 0.1 0.3

***

(2)
# C33H40MoN4P2

A structure of composition C33H40MoN4P2 in a non-equilibrium geometry (ωB97M-V with the def2-TZVPD basis set, OMol25).

Computed properties:
- Lowest unoccupied orbital energy (spin up / spin down): -6.65 / -6.66 eV
- Total charge: +2
- F_max: 5.43 eV/A
- Spin multiplicity: 3

Each line ends with the Mulliken spin population.
Positions of all 80 atoms, in Å:
1 Mo -1.703837 -1.400808 -0.981375  1.5660
2 C -2.537772 -1.938922 -2.705533  -0.0229
3 C -2.007771 -0.586839 -2.862657  -0.0501
4 C -2.917285 0.625972 -2.881961  0.0089
5 C -3.794991 0.749225 -1.628640  0.0045
6 C -3.243308 0.001525 -0.414349  0.0548
7 C -3.512216 -1.348064 -0.001906  -0.0967
8 C -4.319598 -2.307058 -0.830907  0.0225
9 C -3.973008 -2.259951 -2.338519  0.0096
10 C 0.488191 -0.540343 2.450481  0.0074
11 H -1.963327 -2.740727 -3.156640  -0.0148
12 H -1.170556 -0.483872 -3.549971  -0.0010
13 H -3.549920 0.559949 -3.775442  -0.0078
14 H -2.334332 1.548761 -3.027041  -0.0043
15 H -3.858742 1.825253 -1.388468  -0.0036
16 H -4.845220 0.498549 -1.854155  -0.0001
17 H -3.156441 0.673171 0.440982  0.0066
18 H -3.563641 -1.476920 1.080088  -0.0337
19 H -5.408502 -2.140637 -0.681426  0.0033
20 H -4.109208 -3.322970 -0.452282  0.0202
21 H -4.146705 -3.268493 -2.756206  -0.0064
22 H -4.652089 -1.580448 -2.858483  -0.0088
23 H 0.894814 -1.214172 1.715113  0.0098
24 H -0.157362 -1.162226 3.096344  -0.0002
25 H 1.341405 -0.287396 3.072955  -0.0011
26 P -0.232436 1.001553 1.828818  -0.0503
27 P 1.968937 0.083041 -0.827381  -0.0006
28 N -1.943265 0.846293 2.540995  0.0077
29 N 0.257883 2.458250 2.485606  0.0007
30 N 1.003609 -1.275089 -1.475224  -0.0190
31 N 3.170083 0.471807 -1.931471  -0.0005
32 C -0.408030 1.543889 0.022801  0.1209
33 C 0.745570 1.393309 -1.013817  0.0187
34 C -2.436810 -0.334024 3.106906  0.0017
35 C -3.610330 -0.073461 3.799783  0.0027
36 C -3.903859 1.311619 3.606365  0.0003
37 C -2.888053 1.845750 2.817959  0.0001
38 C 0.453636 2.487737 3.869509  0.0001
39 C 0.602987 3.815955 4.210104  -0.0001
40 C 0.506763 4.609740 3.026989  0.0001
41 C 0.282169 3.767190 1.957982  0.0008
42 C 0.305413 -2.163039 -0.570251  -0.1182
43 C -0.168126 -3.267899 -1.383841  0.4336
44 C 0.365606 -3.073262 -2.697614  -0.1029
45 C 0.932476 -1.818002 -2.755058  0.2468
46 C 3.041154 0.557764 -3.314562  -0.0030
47 C 4.301578 0.778915 -3.845076  0.0001
48 C 5.215432 0.917920 -2.746499  0.0001
49 C 4.492196 0.781498 -1.578409  0.0004
50 H -0.610041 2.616398 0.090475  0.0075
51 H -1.359401 1.200309 -0.463119  -0.0774
52 H 0.272585 1.269867 -2.009882  0.0045
53 H 1.298050 2.331963 -1.070999  0.0050
54 H -1.932973 -1.276781 3.013214  -0.0016
55 H -4.179548 -0.778573 4.387737  0.0002
56 H -4.747816 1.836704 4.017295  -0.0001
57 H -2.768014 2.854672 2.434434  -0.0001
58 H 0.463199 1.571820 4.429182  0.0001
59 H 0.763470 4.172999 5.205866  0.0000
60 H 0.592641 5.674007 2.967695  0.0000
61 H 0.167179 3.992437 0.907570  -0.0002
62 H 0.692120 -2.300533 0.435477  0.0278
63 H -0.543714 -4.192772 -0.973558  0.0023
64 H 0.424675 -3.807787 -3.486203  0.0038
65 H 1.379132 -1.322276 -3.599133  0.0252
66 H 2.065778 0.463672 -3.782265  0.0042
67 H 4.542136 0.833104 -4.894271  0.0001
68 H 6.271686 1.089754 -2.804272  0.0000
69 H 4.792712 0.853417 -0.544690  0.0001
70 C 5.453304 -1.379004 1.660061  -0.0007
71 C 4.808314 -0.169683 1.989553  0.0009
72 C 3.593655 0.161729 1.406935  0.0031
73 C 3.039074 -0.658528 0.374266  0.0036
74 C 3.613446 -1.945595 0.184520  -0.0070
75 C 4.812369 -2.279891 0.794817  -0.0011
76 H 6.427155 -1.613676 2.084764  0.0000
77 H 5.290273 0.516080 2.685272  0.0000
78 H 3.093697 1.106281 1.655244  0.0000
79 H 3.139100 -2.670813 -0.509897  -0.0024
80 H 5.292596 -3.239315 0.569294  -0.0001

Atoms 1-2, force components in eV/Å:
Mo 1.2 -0.2 2.6
C 0.0 -0.1 -1.0

***

(3)
# C15H18F3O3Pt

A structure of composition C15H18F3O3Pt in a non-equilibrium geometry (ωB97M-V with the def2-TZVPD basis set, OMol25).

Computed properties:
- Lowest unoccupied orbital energy: -4.86 eV
- Total charge: +1
- F_max: 1.75 eV/A
- Spin multiplicity: 1

Each line ends with the natural charge from an NBO analysis.
Positions of all 40 atoms, in Å:
1 Pt -0.417773 -2.065118 0.199482  0.9656
2 C -0.384261 -0.491575 2.772843  -0.2616
3 O -1.155602 -1.578471 2.217233  -0.5188
4 C -1.146632 -2.796241 2.978327  -0.1001
5 C 0.105806 -3.596674 2.741229  -0.1033
6 O 0.128167 -3.855917 1.332684  -0.5702
7 C 1.305255 -4.461402 0.784519  -0.0944
8 C 2.267911 -3.392079 0.350738  -0.1036
9 O 1.608207 -2.656401 -0.681542  -0.5423
10 C 2.377791 -1.564619 -1.221429  -0.2533
11 H -0.665337 -0.350734 3.815981  0.2029
12 H -0.640568 0.392158 2.197831  0.2371
13 H 0.686808 -0.678064 2.692991  0.1811
14 H -2.010984 -3.362483 2.635408  0.2272
15 H -1.261842 -2.575269 4.039980  0.2207
16 H 0.061167 -4.535821 3.294241  0.2245
17 H 0.999783 -3.047050 3.049817  0.1926
18 H 0.973114 -5.018774 -0.089764  0.2306
19 H 1.760006 -5.147031 1.499190  0.2192
20 H 3.181592 -3.852619 -0.031921  0.2203
21 H 2.536131 -2.719824 1.173022  0.1886
22 H 3.351353 -1.934976 -1.540972  0.1987
23 H 2.499874 -0.775050 -0.479511  0.1937
24 H 1.824599 -1.183306 -2.072828  0.2276
25 F -1.696146 6.075768 -4.167112  -0.3178
26 C -1.476241 6.145433 -2.844501  0.9625
27 F -2.531640 6.755992 -2.293849  -0.3162
28 F -0.410305 6.944353 -2.669150  -0.3196
29 C -1.241897 4.774962 -2.267503  -0.0685
30 C -2.070938 4.264090 -1.283187  -0.1898
31 C -1.892072 2.961101 -0.847105  -0.1819
32 C -0.885103 2.167007 -1.393313  -0.1510
33 C -0.018807 2.715292 -2.340414  -0.1670
34 C -0.196602 4.014626 -2.774658  -0.1995
35 C -0.747326 0.798469 -0.972792  0.0187
36 C -0.682381 -0.348659 -0.605805  -0.3682
37 H -2.853001 4.878969 -0.861436  0.2394
38 H -2.541381 2.544896 -0.088423  0.2219
39 H 0.786770 2.112535 -2.738476  0.2177
40 H 0.472505 4.442507 -3.509827  0.2366

Atoms 1-2, force components in eV/Å:
Pt 1.3 -0.3 1.1
C 0.0 0.2 0.1

***

(4)
# C4H13N2O

An isolated molecule of C4H13N2O in a non-equilibrium geometry (ωB97M-V with the def2-TZVPD basis set, OMol25).

Computed properties:
- Lowest unoccupied orbital energy (spin up / spin down): 0.63 / 0.54 eV
- Relative energy (zero: lowest compared OMol25 entry of this formula, charge and spin): 36.2 kcal/mol
- F_max: 1.37 eV/A
- Spin multiplicity: 2

Each line ends with the Mulliken spin population.
Positions of all 20 atoms, in Å:
1 N -0.417864 1.802957 0.608250  1.4621
2 C -0.256603 0.412541 0.013111  0.6175
3 C 1.158253 0.221479 -0.506825  0.3366
4 C 1.270017 -0.999362 -1.430219  -0.0451
5 O 0.770396 -0.643435 -2.688493  -0.0284
6 C -0.633599 -0.582737 1.111368  -0.0582
7 N -1.895132 -0.200693 1.730822  -0.0479
8 H -0.509576 2.622455 -0.062337  -0.7395
9 H 0.430555 1.989061 1.217466  -0.6508
10 H -1.216203 1.738026 1.271139  -0.4726
11 H -0.909907 0.367318 -0.848576  0.6712
12 H 1.898016 0.120985 0.295255  -0.0823
13 H 1.496636 1.047596 -1.130797  0.0929
14 H 0.761410 -1.834869 -0.946099  -0.0136
15 H 2.308098 -1.359832 -1.448659  -0.0021
16 H 0.945306 -1.338939 -3.327251  0.0032
17 H -0.677552 -1.578439 0.670023  0.0713
18 H 0.197068 -0.633377 1.802384  0.0544
19 H -2.655315 -0.413428 1.094955  -0.1189
20 H -2.064003 -0.737306 2.574485  -0.0497

Atoms 1-2, force components in eV/Å:
N 0.6 -0.7 0.5
C 0.4 0.8 0.1